Computed, not measured: a 2-piece molecular cluster, C3H3IO overall at a distorted geometry, with ωB97M-V/def2-TZVPD.

Summary:
Frontier orbital gap (spin up / spin down) ... 0.3193 / 0.2797 Eh
Relative energy (zero: lowest compared OMol25 entry of this formula, charge and spin) ... 89.2 kcal per mole
Charge ... 0
Strongest force on any atom ... 0.0532 Eh/bohr
Energy ... -488.84982 a.u.

Last column: natural (NBO) charge in e.
Positions of all 8 atoms, in Å:
H 1.228 0.929 0.748  0.22
H 0.932 -1.749 0.592  0.13
C -0.622 0.783 -0.182  -0.22
I -2.532 0.990 -0.766  0.25
H 0.483 2.544 0.326  0.22
C 0.425 1.499 0.161  -0.56
O -0.123 -2.987 -0.724  -0.45
C 0.209 -2.009 -0.155  0.41